Record 1
{
  "formula": "H27O14",
  "method": "the ωB97M-V functional and the def2-TZVPD basis",
  "symbols": ["O", "H", "O", "H", "H", "O", "H", "H", "O", "H", "H", "O", "H", "H", "O", "H", "H", "O", "H", "H", "O", "H", "H", "O", "H", "H", "O", "H", "H", "O", "H", "H", "O", "H", "H", "O", "H", "H", "O", "H", "H"],
  "coordinates": [[-1.76, 0.64, 1.42], [-2.00, -0.18, 1.06], [2.03, -3.97, 0.80], [-0.46, -3.71, 1.28], [-3.70, 0.79, -1.50], [3.19, 0.00, -0.44], [-3.61, 1.28, -2.88], [1.19, -2.01, 2.49], [1.12, -2.69, 3.05], [1.83, 2.28, -0.82], [1.98, -2.73, 3.61], [2.01, 3.19, -1.31], [-0.89, 0.66, 1.19], [2.53, -4.48, 0.10], [2.93, 4.09, 0.86], [2.57, 2.81, -2.01], [-1.43, -3.33, -2.15], [0.41, -1.18, 0.58], [-0.33, -1.71, -0.04], [2.65, 4.01, -0.01], [-4.17, 1.26, -2.24], [3.26, -0.35, 0.49], [-0.66, 4.43, -0.50], [-2.00, 1.77, -4.01], [-1.98, 2.56, -3.40], [2.33, 0.64, -0.24], [-2.87, -2.33, 3.56], [-2.10, -2.80, 3.43], [-2.67, -1.49, 3.39], [-1.70, -2.32, -1.89], [2.80, 3.34, 1.34], [-1.57, -3.00, 0.69], [-1.34, -3.50, 1.57], [0.58, 1.37, 0.84], [-1.17, -1.97, -2.71], [-0.06, 4.89, -1.15], [-1.20, 1.46, -4.01], [0.79, 4.29, -1.06], [0.98, 1.27, -0.06], [1.88, -3.10, 0.45], [0.63, -0.22, 0.22]],
  "mulliken_spin": [-0.016, -0.032, 0.053, 0.086, -0.024, -0.015, -0.019, 0.000, 0.083, 0.014, -0.021, -0.022, 0.012, -0.013, 0.014, 0.010, -0.243, 0.073, 0.091, -0.001, 0.184, -0.021, -0.002, -0.010, 0.020, 0.041, 0.031, -0.006, -0.002, 0.865, -0.002, 0.001, 0.016, 0.011, -0.138, 0.007, -0.009, 0.005, -0.001, 0.028, -0.047],
  "homo_energy_ev": [2.10, -4.58],
  "multiplicity": 2,
  "de_lowest_ev": 1.587,
  "lumo_ev": [5.0, 4.9],
  "total_charge": -2,
  "orbital_gap_ev": [2.86, 9.44]
}



Record 2
{
  "formula": "H28HeO14",
  "method": "the ωB97M-V functional and the def2-TZVPD basis",
  "symbols": ["He", "O", "H", "H", "O", "H", "H", "O", "H", "H", "O", "H", "H", "O", "H", "H", "O", "H", "H", "O", "H", "H", "O", "H", "H", "O", "H", "H", "O", "H", "H", "O", "H", "H", "O", "H", "H", "O", "H", "H", "O", "H", "H"],
  "coordinates": [[-0.22, -0.05, 0.24], [-1.50, 2.07, -1.99], [-1.32, 1.13, -2.04], [-0.69, 2.44, -1.63], [-1.89, 3.10, 2.06], [-1.94, 3.47, 2.94], [-0.97, 2.84, 1.95], [2.88, 1.09, -0.79], [2.76, 0.25, -0.34], [3.79, 1.33, -0.60], [-2.19, -1.64, -1.56], [-2.90, -1.98, -2.10], [-2.61, -1.09, -0.91], [-2.31, -1.52, 1.98], [-2.75, -0.67, 2.10], [-3.01, -2.16, 2.02], [0.80, 2.96, 1.44], [0.91, 2.11, 1.86], [0.89, 2.78, 0.51], [1.53, 0.45, 2.55], [1.37, 0.31, 3.49], [2.47, 0.63, 2.50], [0.95, -3.69, 0.89], [1.00, -3.55, 1.84], [1.12, -2.82, 0.52], [-1.80, -4.08, 0.14], [-0.94, -4.03, 0.55], [-1.97, -3.20, -0.18], [0.94, 3.25, -1.35], [1.15, 3.93, -1.99], [1.76, 2.77, -1.24], [2.42, 0.08, -3.36], [2.39, 0.43, -2.47], [3.19, -0.49, -3.37], [2.49, -1.52, 0.05], [2.45, -1.78, 0.97], [2.84, -2.29, -0.40], [0.26, -1.87, -3.17], [-0.41, -1.74, -2.50], [0.68, -1.02, -3.25], [-3.98, 1.09, 1.88], [-4.28, 0.90, 0.99], [-3.35, 1.80, 1.77]],
  "lowdin_charge": [0.133, -0.061, -0.001, -0.029, -0.044, 0.050, -0.011, -0.043, -0.003, 0.074, -0.042, 0.071, 0.039, -0.073, -0.014, 0.034, -0.050, -0.013, -0.005, -0.045, 0.062, 0.053, -0.029, 0.058, 0.003, -0.067, -0.019, -0.027, -0.035, 0.079, 0.020, -0.045, -0.017, 0.047, -0.040, 0.043, 0.078, -0.063, -0.026, -0.017, -0.053, 0.037, -0.009],
  "homo_energy_ev": -10.30,
  "multiplicity": 1,
  "de_lowest_ev": 0.772,
  "lumo_ev": -0.5,
  "total_charge": 0,
  "orbital_gap_ev": 9.75
}



Record 3
{
  "formula": "H28NO12",
  "method": "the ωB97M-V functional and the def2-TZVPD basis",
  "symbols": ["N", "H", "H", "H", "H", "O", "H", "H", "O", "H", "H", "O", "H", "H", "O", "H", "H", "O", "H", "H", "O", "H", "H", "O", "H", "H", "O", "H", "H", "O", "H", "H", "O", "H", "H", "O", "H", "H", "O", "H", "H"],
  "coordinates": [[0.02, 0.08, 0.29], [-0.99, 0.27, 0.03], [0.32, 0.81, 0.95], [0.78, 0.05, -0.46], [0.04, -0.79, 0.66], [1.44, -0.98, 3.09], [1.05, -0.16, 3.59], [1.17, -1.53, 3.80], [-0.64, 1.51, -2.12], [-1.51, 1.32, -2.63], [-0.12, 1.72, -2.89], [-0.52, -3.70, -0.50], [-0.36, -3.64, 0.45], [-0.28, -4.59, -0.76], [1.75, 2.81, 0.08], [2.45, 2.95, -0.56], [2.08, 2.45, 0.79], [2.67, 0.51, -1.94], [2.15, 1.10, -2.46], [2.30, -0.30, -2.17], [-0.64, 3.73, -0.91], [-0.66, 2.99, -1.42], [0.11, 3.42, -0.46], [-1.67, -1.90, 1.80], [-1.66, -1.44, 2.68], [-2.64, -2.33, 1.59], [-3.63, 1.05, 1.15], [-4.15, 0.45, 0.52], [-4.41, 1.13, 1.77], [-1.32, 1.42, 2.76], [-1.49, 0.85, 3.49], [-2.15, 1.38, 2.39], [1.41, -1.75, -2.24], [0.77, -1.99, -2.95], [1.85, -2.54, -1.86], [-2.12, -1.59, -1.82], [-2.23, -1.78, -2.74], [-1.93, -2.32, -1.40], [4.12, 0.20, 0.44], [3.68, 0.40, -0.40], [4.95, 0.70, 0.35]],
  "lowdin_charge": [0.325, 0.139, 0.110, 0.138, 0.034, -0.068, 0.092, 0.009, -0.061, 0.143, 0.055, -0.037, 0.032, 0.053, 0.041, 0.078, -0.037, -0.016, 0.036, -0.048, -0.020, -0.115, -0.043, -0.137, 0.049, 0.154, -0.102, 0.091, 0.091, 0.001, 0.028, -0.054, -0.051, 0.083, 0.091, 0.017, 0.052, -0.098, -0.074, -0.036, 0.054],
  "homo_energy_ev": -12.76,
  "multiplicity": 1,
  "de_lowest_ev": 2.506,
  "lumo_ev": -3.0,
  "total_charge": 1,
  "orbital_gap_ev": 9.72
}



Record 4
{
  "formula": "H28O14",
  "method": "the ωB97M-V functional and the def2-TZVPD basis",
  "symbols": ["O", "H", "H", "O", "H", "H", "O", "H", "H", "O", "H", "H", "O", "H", "H", "O", "H", "H", "O", "H", "H", "O", "H", "H", "O", "H", "H", "O", "H", "H", "O", "H", "H", "O", "H", "H", "O", "H", "H", "O", "H", "H"],
  "coordinates": [[-0.03, 0.70, 2.94], [-0.80, 0.18, 3.12], [0.47, 0.02, 2.53], [-1.08, -2.52, 1.51], [-0.21, -2.13, 1.65], [-1.60, -1.78, 1.16], [-1.31, -0.88, -2.63], [-2.03, -0.78, -3.30], [-1.64, -1.60, -2.06], [1.44, -1.58, 2.70], [2.04, -1.58, 1.94], [1.94, -1.57, 3.50], [-2.47, 1.49, -1.77], [-2.79, 1.55, -0.87], [-1.96, 0.70, -1.69], [1.69, -1.34, -1.63], [2.61, -1.17, -1.43], [1.22, -0.76, -0.99], [-2.26, 1.87, 1.35], [-2.87, 1.80, 2.06], [-1.33, 2.01, 1.78], [3.40, -1.02, 0.77], [2.96, -0.11, 0.69], [3.99, -0.93, 1.52], [2.67, 1.50, 1.50], [3.09, 2.27, 1.08], [1.80, 1.83, 1.58], [0.33, 0.02, 0.15], [0.43, 0.76, -0.47], [-0.58, -0.20, 0.10], [-0.16, 2.15, -3.73], [0.53, 1.68, -4.21], [0.17, 2.14, -2.82], [0.88, 2.35, -1.24], [1.73, 2.45, -1.66], [0.51, 3.18, -0.93], [-2.44, -0.56, 0.04], [-2.55, 0.28, 0.48], [-3.38, -0.62, -0.26], [-1.13, -3.30, -1.01], [-1.01, -3.15, -0.08], [-0.25, -3.34, -1.34]],
  "lowdin_charge": [-0.046, 0.029, -0.033, -0.043, 0.007, 0.011, -0.075, 0.077, 0.010, -0.038, 0.021, 0.062, -0.043, -0.012, -0.046, -0.066, 0.003, -0.038, -0.058, 0.040, 0.098, -0.089, 0.039, 0.053, -0.020, 0.073, 0.010, -0.027, 0.025, -0.006, -0.070, 0.034, -0.034, -0.025, 0.086, 0.095, -0.069, -0.009, 0.122, -0.035, -0.032, 0.019],
  "homo_energy_ev": -10.34,
  "multiplicity": 1,
  "de_lowest_ev": 1.524,
  "lumo_ev": -0.4,
  "total_charge": 0,
  "orbital_gap_ev": 9.91
}



Record 5
{
  "formula": "H28O14",
  "method": "the ωB97M-V functional and the def2-TZVPD basis",
  "symbols": ["O", "H", "H", "O", "H", "H", "O", "H", "H", "O", "H", "H", "O", "H", "H", "O", "H", "H", "O", "H", "H", "O", "H", "H", "O", "H", "H", "O", "H", "H", "O", "H", "H", "O", "H", "H", "O", "H", "H", "O", "H", "H"],
  "coordinates": [[-2.55, -0.91, 1.81], [-3.07, -1.10, 2.60], [-2.05, -1.75, 1.75], [3.15, -0.05, -3.32], [2.79, -0.06, -4.19], [2.38, 0.09, -2.77], [-1.02, 1.07, 3.29], [-1.55, 0.57, 2.63], [-1.62, 1.75, 3.59], [1.26, -2.05, -2.24], [0.92, -2.56, -1.50], [1.53, -2.81, -2.79], [1.19, 0.93, -1.81], [1.64, 1.76, -1.62], [0.56, 1.36, -2.32], [2.78, -1.26, 0.06], [2.22, -1.57, 0.78], [2.33, -1.28, -0.80], [-1.47, -2.44, -1.19], [-2.34, -2.18, -0.88], [-0.92, -1.86, -0.72], [1.19, -1.01, 2.30], [0.62, -1.15, 3.08], [0.52, -0.85, 1.61], [-0.27, -0.37, 0.03], [0.45, 0.02, -0.48], [-1.07, 0.17, 0.01], [-0.38, 3.30, -0.37], [-0.01, 3.02, 0.48], [-1.01, 2.62, -0.50], [-2.43, 1.30, -0.64], [-3.32, 1.02, -0.36], [-2.33, 0.76, -1.44], [-4.05, -1.47, -0.36], [-3.55, -1.15, 0.39], [-4.84, -0.94, -0.44], [3.67, 1.62, -0.02], [3.98, 1.67, 0.87], [3.24, 0.73, -0.05], [1.04, 1.96, 1.59], [1.92, 1.70, 1.76], [0.49, 1.39, 2.19]],
  "lowdin_charge": [-0.032, 0.086, 0.100, -0.053, 0.013, -0.045, -0.049, 0.021, 0.055, -0.046, 0.031, 0.082, -0.011, 0.087, 0.048, -0.050, 0.016, -0.005, -0.041, -0.019, -0.060, -0.066, 0.062, -0.015, -0.073, 0.019, 0.015, -0.051, 0.001, -0.053, -0.036, 0.062, 0.083, -0.045, -0.033, 0.054, -0.050, 0.017, 0.010, -0.052, 0.009, 0.016],
  "homo_energy_ev": -10.32,
  "multiplicity": 1,
  "de_lowest_ev": 1.431,
  "lumo_ev": -0.7,
  "total_charge": 0,
  "orbital_gap_ev": 9.62
}



Record 6
{
  "formula": "H28O14",
  "method": "the ωB97M-V functional and the def2-TZVPD basis",
  "symbols": ["O", "H", "H", "O", "H", "H", "O", "H", "H", "O", "H", "H", "O", "H", "H", "O", "H", "H", "O", "H", "H", "O", "H", "H", "O", "H", "H", "O", "H", "H", "O", "H", "H", "O", "H", "H", "O", "H", "H", "O", "H", "H"],
  "coordinates": [[3.64, 2.19, -2.08], [4.10, 1.79, -1.35], [2.68, 2.36, -2.00], [-2.49, 1.39, -2.02], [-3.06, 1.13, -2.74], [-2.81, 0.71, -1.37], [4.06, -0.90, 1.98], [3.54, -1.09, 2.77], [4.94, -0.96, 2.33], [0.29, 1.06, -2.65], [-0.23, 1.87, -2.44], [-0.46, 0.65, -2.20], [3.25, 3.46, -0.10], [2.35, 3.28, 0.16], [3.74, 2.66, -0.02], [-4.74, 0.33, 2.15], [-4.12, -0.11, 2.78], [-4.12, 0.75, 1.55], [-1.62, -4.87, 0.23], [-1.76, -4.29, 1.01], [-1.48, -4.20, -0.45], [-4.67, -0.75, -0.25], [-5.27, -0.69, -0.99], [-5.23, -0.55, 0.56], [0.14, -2.51, 2.86], [-0.59, -3.17, 2.71], [0.37, -2.16, 1.98], [0.30, 3.69, -3.28], [-0.53, 3.66, -2.80], [0.91, 4.19, -2.69], [4.33, -0.41, -1.73], [3.75, -0.85, -1.11], [3.76, 0.13, -2.29], [-0.17, -0.01, 3.32], [0.35, -0.81, 3.46], [-1.10, -0.14, 3.44], [1.83, 0.05, 0.33], [2.40, -0.72, 0.24], [1.60, 0.05, -0.62], [-2.38, -2.27, 0.75], [-2.20, -1.88, -0.15], [-3.32, -2.08, 0.76]],
  "lowdin_charge": [-0.075, 0.003, 0.047, -0.045, 0.051, 0.046, -0.042, 0.042, 0.040, -0.078, 0.000, 0.004, -0.049, 0.041, 0.015, -0.052, 0.075, 0.039, -0.081, 0.011, 0.016, -0.084, 0.046, 0.059, -0.075, 0.063, 0.049, -0.051, 0.026, 0.070, -0.043, -0.003, 0.022, -0.074, 0.000, 0.009, -0.059, 0.002, 0.018, -0.067, 0.066, 0.016],
  "homo_energy_ev": -10.07,
  "multiplicity": 1,
  "de_lowest_ev": 4.165,
  "lumo_ev": -0.6,
  "total_charge": 0,
  "orbital_gap_ev": 9.42
}



Record 7
{
  "formula": "H28O14",
  "method": "the ωB97M-V functional and the def2-TZVPD basis",
  "symbols": ["O", "H", "H", "O", "H", "H", "O", "H", "H", "O", "H", "H", "O", "H", "H", "O", "H", "H", "O", "H", "H", "O", "H", "H", "O", "H", "H", "O", "H", "H", "O", "H", "H", "O", "H", "H", "O", "H", "H", "O", "H", "H"],
  "coordinates": [[-20.97, 20.97, 18.42], [-21.01, 20.22, 19.01], [-20.08, 20.95, 18.07], [-22.46, 20.85, 16.78], [-22.39, 19.99, 16.38], [-22.01, 20.77, 17.62], [-23.25, 18.90, 18.43], [-23.40, 18.01, 18.74], [-22.62, 18.80, 17.71], [-25.23, 20.50, 19.53], [-25.78, 21.15, 19.10], [-25.49, 19.67, 19.13], [-26.05, 22.14, 18.88], [-26.37, 23.04, 18.94], [-25.10, 22.22, 18.91], [-24.65, 21.18, 16.62], [-24.11, 21.34, 17.40], [-24.65, 22.02, 16.16], [-23.31, 20.87, 19.35], [-23.02, 20.07, 18.93], [-24.27, 20.79, 19.40], [-23.53, 23.01, 20.51], [-23.05, 22.54, 19.83], [-22.88, 23.62, 20.88], [-22.29, 20.63, 21.46], [-22.31, 21.17, 20.67], [-21.41, 20.74, 21.80], [-25.31, 18.66, 18.52], [-24.37, 18.84, 18.51], [-25.66, 19.14, 17.77], [-22.29, 22.75, 18.88], [-21.91, 21.98, 18.47], [-21.61, 23.42, 18.81], [-24.32, 21.03, 21.35], [-24.89, 21.03, 20.58], [-23.43, 20.98, 20.99], [-22.70, 18.58, 20.69], [-22.46, 19.50, 20.61], [-21.88, 18.13, 20.90], [-24.25, 22.64, 18.29], [-23.54, 22.22, 18.77], [-23.90, 23.48, 18.01]],
  "lowdin_charge": [0.057, 0.118, 0.150, -0.047, 0.064, -0.102, 0.086, 0.158, 0.138, 0.116, -0.176, -0.082, 0.097, 0.134, -0.136, -0.072, -0.015, 0.058, -0.190, -0.052, -0.244, -0.043, -0.129, 0.069, -0.030, 0.050, 0.123, 0.108, -0.170, 0.105, -0.048, -0.010, 0.151, -0.073, -0.106, -0.108, -0.023, -0.061, 0.053, -0.031, -0.042, 0.156],
  "homo_energy_ev": -6.50,
  "multiplicity": 1,
  "de_lowest_ev": 29.343,
  "lumo_ev": -1.0,
  "total_charge": 0,
  "orbital_gap_ev": 5.52
}



Record 8
{
  "formula": "H28O14",
  "method": "the ωB97M-V functional and the def2-TZVPD basis",
  "symbols": ["H", "H", "H", "H", "H", "H", "H", "H", "H", "H", "H", "H", "H", "H", "H", "H", "H", "H", "H", "H", "H", "H", "H", "H", "H", "H", "H", "H", "O", "O", "O", "O", "O", "O", "O", "O", "O", "O", "O", "O", "O", "O"],
  "coordinates": [[0.26, -0.16, -0.34], [0.71, 1.24, 0.04], [-2.92, -1.16, -3.14], [-1.87, -1.66, -4.12], [3.57, -2.35, -3.08], [2.42, -1.65, -3.78], [-3.55, -0.61, 0.32], [-5.03, -0.32, 0.15], [2.86, -2.40, -1.05], [4.11, -2.75, -0.25], [-0.60, -1.45, 3.49], [-0.95, -0.01, 3.15], [1.23, 1.40, -2.02], [1.97, 0.07, -1.99], [-1.80, -3.94, -0.83], [-2.65, -4.20, -2.06], [-2.12, 2.08, -1.97], [-2.26, 0.87, -1.06], [1.69, 2.28, 1.48], [1.84, 3.40, 2.51], [-1.65, -1.08, 1.85], [-2.53, -1.77, 0.81], [2.05, 1.19, 3.55], [2.50, 1.77, 4.88], [1.61, 3.58, 0.34], [1.18, 2.79, -0.88], [-0.80, 1.74, 2.88], [-0.42, 2.58, 1.67], [-0.07, 0.73, -0.21], [-2.79, -1.78, -3.87], [3.30, -2.01, -3.94], [-4.19, -0.29, -0.33], [3.77, -2.11, -0.89], [-0.26, -0.55, 3.55], [1.11, 0.47, -1.80], [-1.78, -3.88, -1.79], [-1.64, 1.57, -1.30], [2.35, 2.85, 1.90], [-2.05, -1.93, 1.63], [1.97, 1.98, 4.10], [1.91, 2.89, -0.25], [-0.44, 2.60, 2.63]],
  "lowdin_charge": [0.062, 0.011, 0.018, 0.037, -0.002, 0.021, -0.001, 0.059, 0.036, 0.051, 0.040, 0.006, 0.056, 0.059, 0.022, 0.038, 0.052, 0.014, 0.002, 0.044, 0.006, 0.012, 0.036, 0.048, 0.058, 0.038, 0.015, 0.027, -0.145, -0.059, -0.054, -0.032, -0.047, -0.031, -0.066, -0.063, -0.074, -0.095, -0.032, -0.071, -0.069, -0.029],
  "homo_energy_ev": -9.69,
  "multiplicity": 1,
  "de_lowest_ev": 6.586,
  "lumo_ev": -0.4,
  "total_charge": 0,
  "orbital_gap_ev": 9.31
}